120
Properties=species:S:1:pos:R:3 method="wB97M-V/def2-TZVPD" smiles="C[C@@H](COC(=O)CS[C@@]1(CCCS)CO[C@](S(C)(=O)=O)(S(=O)(=O)C(F)(F)F)[C@@H]1OC#N)OC(=O)CS.O=C1CCCO1.O=C1CCCO1.O=C1CCCO1.O=C1CCCO1.O=C1CCCO1" e_tot_ha=-5292.182280
C -1.99941 1.45075 5.21194
C -2.51214 0.80744 3.87137
C -3.09812 1.89336 2.89004
O -2.60405 1.64172 1.56779
C -3.41906 2.16399 0.58431
O -4.35096 1.51626 0.23021
C -3.20764 3.55586 -0.07087
S -2.97272 3.53970 -1.89069
C -1.79412 2.22056 -2.36081
C -2.39743 0.75716 -2.40021
C -3.73461 0.62516 -3.19518
C -3.60510 0.07271 -4.65961
S -2.57885 -1.44176 -4.83637
C -1.11101 2.32899 -3.79263
O 0.15082 1.62165 -3.63894
C 0.72153 1.72276 -2.36018
S 2.10532 2.96071 -2.63963
C 3.22026 2.44007 -3.96891
O 2.82739 3.03802 -1.38003
O 1.56928 4.26715 -3.01097
S 1.51569 0.23530 -1.59744
O 1.83944 0.43103 -0.20232
O 2.75363 -0.13474 -2.26255
C 0.44900 -1.29714 -1.64406
F -0.63404 -1.19863 -0.86428
F 0.15569 -1.67124 -2.90739
F 1.18832 -2.30317 -1.13462
C -0.44806 2.43298 -1.55317
O -0.48315 2.18125 -0.12183
C 0.08234 3.23342 0.47222
N 0.34324 4.23423 0.92285
O -1.43731 0.05872 3.26924
C -1.18609 -1.11319 3.96127
O -1.91254 -2.04999 3.94703
C 0.09570 -1.20653 4.84726
S 1.17114 -2.57644 4.20402
H -2.78148 2.08043 5.69295
H -1.74207 0.64364 5.93840
H -1.06288 2.03936 5.05899
H -3.29732 0.06275 4.15812
H -4.21230 1.88224 2.88844
H -2.77633 2.88084 3.31018
H -2.38056 4.14437 0.39534
H -4.13615 4.14244 0.13751
H -2.63748 0.49619 -1.33685
H -1.59633 0.05558 -2.70940
H -4.34102 1.55645 -3.24305
H -4.36085 -0.11570 -2.63679
H -3.25654 0.81378 -5.41105
H -4.63711 -0.21759 -4.98087
H -1.38287 -0.94532 -5.30190
H -0.74640 3.39354 -3.82198
H -1.72140 2.08226 -4.67606
H 4.09141 1.94705 -3.46883
H 3.65187 3.30565 -4.51950
H 2.79502 1.66605 -4.64812
H -0.36651 3.55114 -1.60137
H 0.69732 -0.26563 4.81855
H -0.17656 -1.37961 5.91034
H 2.46940 -2.19321 4.39795
O 2.14721 -5.75090 3.15768
C 1.15708 -6.31870 3.52277
O 1.03839 -6.95135 4.71971
C -0.23183 -7.61716 4.78840
C -1.11236 -6.90082 3.78306
C -0.11154 -6.47932 2.71911
H -0.08604 -8.67128 4.53737
H -0.62513 -7.54784 5.80188
H -1.92455 -7.52057 3.40341
H -1.55352 -6.01327 4.24303
H 0.03993 -7.25812 1.96908
H -0.39605 -5.54162 2.24649
O 4.58630 -0.64480 7.91471
C 4.50529 -1.81911 7.69480
O 3.33738 -2.51434 7.74189
C 3.60473 -3.91250 7.53710
C 4.93749 -3.96378 6.81727
C 5.65442 -2.74686 7.37630
H 3.63986 -4.40697 8.51162
H 2.80492 -4.35554 6.94442
H 5.47351 -4.89988 6.97102
H 4.78316 -3.83764 5.74279
H 6.19075 -2.97666 8.29898
H 6.32492 -2.30085 6.64507
O -2.87427 -4.67070 -7.26646
C -3.52006 -5.08662 -6.34961
O -4.77510 -4.65725 -6.04881
C -5.21781 -5.27615 -4.83231
C -4.37699 -6.53056 -4.69293
C -3.06486 -6.11323 -5.33765
H -5.05902 -4.57566 -4.00797
H -6.28149 -5.50043 -4.90392
H -4.27387 -6.86721 -3.66150
H -4.82618 -7.34370 -5.26851
H -2.39373 -5.63325 -4.62284
H -2.57040 -6.95017 -5.82554
O -1.22433 5.70883 5.31832
C -0.41834 6.47484 4.87012
O -0.38602 7.79862 5.17840
C 0.62395 8.45116 4.39366
C 1.58278 7.35108 3.98232
C 0.66231 6.14725 3.86677
H 0.14335 8.92651 3.53446
H 1.11185 9.21874 4.99330
H 2.12993 7.57655 3.06734
H 2.31330 7.17939 4.77684
H 0.21420 6.07027 2.87490
H 1.17190 5.22295 4.12879
O 1.84002 1.73801 -7.17177
C 2.82540 2.28791 -7.57336
O 4.04149 2.17957 -6.97446
C 4.98102 3.04473 -7.63401
C 4.40557 3.27760 -9.01729
C 2.90833 3.22076 -8.75854
H 5.06594 3.97021 -7.05799
H 5.95656 2.56205 -7.67121
H 4.73923 4.21063 -9.47037
H 4.69428 2.45947 -9.68135
H 2.50643 4.19455 -8.47210
H 2.36510 2.81830 -9.61051